ORCA calculation (ωB97M-V/def2-TZVPD) on a molecular structure, C2H4F2S in a non-equilibrium geometry.

```
9
Properties=species:S:1:pos:R:3:forces:R:3
C -1.0290 -0.1474 0.1318 -3.66 0.63 2.97
C 0.3268 0.2281 -0.1508 2.43 1.05 2.78
F 0.7752 1.4950 1.0229 -1.07 -2.60 -2.91
F 0.5802 0.7113 -1.3591 -0.34 0.76 0.50
S 1.4129 -1.1231 0.2263 0.64 1.14 -0.70
H -1.1397 -1.0017 0.9024 0.50 1.26 -1.50
H -1.7128 0.6669 0.5823 1.47 -0.82 -0.76
H -1.4992 -0.3797 -0.7926 -0.41 -0.66 -0.80
H 2.2857 -0.4493 -0.5632 0.44 -0.76 0.41
```
Forces are in eV/Å.

**LUMO energy**: 0.60 eV
**Frontier orbital gap**: 10.898 eV
**Energy above the lowest of the compared OMol25 structures with the same formula, charge and spin**: 1.7201 eV
**Highest occupied orbital energy**: -10.299 eV

Computed Mulliken charges, given in elementary charges: number 1, C, carries -1.20; number 2, C, carries 0.93; number 3, F, carries -0.44; number 4, F, carries -0.20; number 5, S, carries -0.18; number 6, H, carries 0.31; number 7, H, carries 0.28; number 8, H, carries 0.35; number 9, H, carries 0.15

=====

ORCA calculation (ωB97M-V/def2-TZVPD) on a single C2H4F3N molecule in a non-equilibrium geometry.

```
10
Properties=species:S:1:pos:R:3:forces:R:3
N -0.4308 -0.4966 1.3139 1.31 0.49 1.35
C 0.4790 -0.2355 0.2688 -2.24 4.08 -1.04
F 0.9682 -1.2146 -0.4407 0.88 -2.94 -1.18
C -0.2625 0.7403 -1.0075 0.57 -0.35 1.72
F -0.9832 -0.0475 -1.8739 0.55 0.17 0.82
F 0.7550 1.2939 -1.6958 0.79 -0.28 -0.54
H -1.0672 -1.2375 1.2888 -1.36 -1.16 -1.22
H 0.0723 -0.7087 2.1727 0.14 0.45 -0.10
H 1.3381 0.2728 0.7358 -0.46 0.50 -0.49
H -0.8689 1.6335 -0.7621 -0.19 -0.95 0.70
```
Forces are in eV/Å.

**LUMO energy**: 0.95 eV
**Frontier orbital gap**: 11.454 eV
**Energy above the lowest of the compared OMol25 structures with the same formula, charge and spin**: 1.3018 eV
**SMILES**: N[C@@H](F)C(F)F
**Highest occupied orbital energy**: -10.508 eV

Computed Mulliken charges, given in elementary charges: number 1, N, carries -0.54; number 2, C, carries 0.11; number 3, F, carries -0.30; number 4, C, carries 0.23; number 5, F, carries -0.24; number 6, F, carries -0.25; number 7, H, carries 0.24; number 8, H, carries 0.25; number 9, H, carries 0.29; number 10, H, carries 0.21

=====

ORCA calculation (ωB97M-V/def2-TZVPD) on a molecular structure, C2H4F3OPm in a non-equilibrium geometry.

```
11
Properties=species:S:1:pos:R:3:forces:R:3
C -0.6421 1.9124 -0.0095 -0.04 -3.26 -3.11
F 0.3415 2.2946 -0.8367 -1.12 0.68 0.32
F -1.9792 1.5668 -0.9535 3.07 1.66 3.00
Pm -2.1320 4.7258 1.6955 0.77 -1.45 -1.74
O -0.5841 2.4931 1.2206 -1.44 1.45 0.63
H -1.4284 3.6013 -0.3164 -1.13 1.79 0.56
C 0.6505 2.3839 1.9702 0.39 -0.95 0.11
H 1.5364 2.5489 1.3428 -0.42 -0.03 0.10
H 0.5944 3.1472 2.7524 0.02 -0.12 -0.13
H 0.6626 1.3866 2.4215 0.28 0.29 -0.01
F -0.3413 0.6140 0.2111 -0.37 -0.07 0.28
```
Forces are in eV/Å.

**LUMO energy (spin up / spin down)**: -5.59 / -5.48 eV
**Frontier orbital gap (spin up / spin down)**: 6.293 / 6.457 eV
**Energy above the lowest of the compared OMol25 structures with the same formula, charge and spin**: 0.0000 eV
**2S+1**: 6
**Highest occupied orbital energy (spin up / spin down)**: -11.888 / -11.939 eV
**Net charge**: +1

Computed Mulliken charges, given in elementary charges: number 1, C, carries 0.88; number 2, F, carries -0.18; number 3, F, carries -0.30; number 4, Pm, carries 1.23; number 5, O, carries -0.30; number 6, H, carries -0.31; number 7, C, carries -0.59; number 8, H, carries 0.34; number 9, H, carries 0.21; number 10, H, carries 0.26; number 11, F, carries -0.23

=====

ORCA calculation (ωB97M-V/def2-TZVPD) on 2 unconnected molecules or ions with the total composition C2H4FI in a non-equilibrium geometry.

```
8
Properties=species:S:1:pos:R:3:forces:R:3
C 1.0696 0.2739 0.6412 0.40 -1.30 -0.12
C -2.2951 -0.3348 -0.5988 0.65 0.53 -0.49
F -1.8311 0.8734 -0.8498 -0.67 0.49 0.63
I -1.2928 -1.7289 -1.6754 -0.15 -1.13 -0.27
H 0.6170 -0.3746 -0.1394 0.72 0.90 -0.02
H 1.9599 -0.3132 1.0033 -1.30 0.29 0.46
H 1.5736 1.1834 0.2988 -0.89 0.05 -0.29
H 0.1990 0.4208 1.3200 1.24 0.16 0.11
```
Forces are in eV/Å.

**LUMO energy (spin up / spin down)**: 0.44 / -2.20 eV
**Frontier orbital gap (spin up / spin down)**: 8.695 / 8.237 eV
**Energy above the lowest of the compared OMol25 structures with the same formula, charge and spin**: 0.0000 eV
**2S+1**: 3
**Highest occupied orbital energy (spin up / spin down)**: -8.254 / -10.436 eV

Computed Mulliken charges, given in elementary charges: number 1, C, carries -0.64; number 2, C, carries -0.05; number 3, F, carries -0.11; number 4, I, carries 0.17; number 5, H, carries -0.11; number 6, H, carries 0.27; number 7, H, carries 0.25; number 8, H, carries 0.22

=====

Repeat the fourth record exactly.
ORCA calculation (ωB97M-V/def2-TZVPD) on 2 unconnected molecules or ions with the total composition C2H4FI in a non-equilibrium geometry.

```
8
Properties=species:S:1:pos:R:3:forces:R:3
C 1.0696 0.2739 0.6412 0.40 -1.30 -0.12
C -2.2951 -0.3348 -0.5988 0.65 0.53 -0.49
F -1.8311 0.8734 -0.8498 -0.67 0.49 0.63
I -1.2928 -1.7289 -1.6754 -0.15 -1.13 -0.27
H 0.6170 -0.3746 -0.1394 0.72 0.90 -0.02
H 1.9599 -0.3132 1.0033 -1.30 0.29 0.46
H 1.5736 1.1834 0.2988 -0.89 0.05 -0.29
H 0.1990 0.4208 1.3200 1.24 0.16 0.11
```
Forces are in eV/Å.

**LUMO energy (spin up / spin down)**: 0.44 / -2.20 eV
**Frontier orbital gap (spin up / spin down)**: 8.695 / 8.237 eV
**Energy above the lowest of the compared OMol25 structures with the same formula, charge and spin**: 0.0000 eV
**2S+1**: 3
**Highest occupied orbital energy (spin up / spin down)**: -8.254 / -10.436 eV

Computed Mulliken charges, given in elementary charges: number 1, C, carries -0.64; number 2, C, carries -0.05; number 3, F, carries -0.11; number 4, I, carries 0.17; number 5, H, carries -0.11; number 6, H, carries 0.27; number 7, H, carries 0.25; number 8, H, carries 0.22